[1]
C6H15NO2 | wB97M-V/def2-TZVPD

```
24
Properties=species:S:1:pos:R:3:forces:R:3:nbo_charge:R:1
O 1.797 -0.892 1.477 -0.109 -0.089 -0.135 -0.33
C 1.087 -1.651 0.932 0.784 -0.210 1.049 0.48
C 0.221 -1.156 -0.315 -1.421 0.208 -1.576 -0.14
C -1.131 -0.705 0.262 -0.112 -0.095 0.351 -0.40
C -1.925 0.103 -0.771 0.229 0.268 -0.497 -0.39
C -1.330 1.476 -1.109 -0.011 -0.136 0.152 -0.40
C -1.234 2.402 0.100 0.092 -0.035 0.016 -0.63
N 0.079 -2.164 -1.272 0.938 -0.791 1.097 -0.49
H 0.984 -2.693 1.273 -0.331 -0.071 -0.211 0.22
H 0.743 -0.332 -0.783 0.503 0.223 0.280 0.26
H -1.700 -1.593 0.548 0.011 -0.063 0.102 0.23
H -0.965 -0.112 1.162 0.024 -0.010 0.010 0.25
H -2.005 -0.477 -1.691 -0.037 -0.146 -0.029 0.21
H -2.941 0.235 -0.405 -0.026 -0.034 0.234 0.24
H -1.959 1.931 -1.878 0.067 -0.063 0.053 0.24
H -0.342 1.343 -1.572 -0.093 0.128 -0.011 0.18
H -2.190 2.467 0.623 0.007 -0.004 -0.026 0.22
H -0.954 3.407 -0.203 -0.014 0.106 -0.058 0.24
H -0.471 2.085 0.814 -0.049 -0.033 0.012 0.21
H -0.448 -2.992 -0.990 -0.277 0.260 -0.267 0.40
H 0.923 -2.432 -1.776 -0.260 0.283 -0.458 0.41
H 2.148 0.957 1.125 0.143 0.508 -0.252 0.47
H 1.985 1.934 -0.082 0.064 -0.024 -0.017 0.46
O 2.254 1.876 0.839 -0.123 -0.177 0.183 -0.92
```
Positions in Å, forces in eV/Å.

LUMO energy (alpha / beta) ... -4.82 / -8.94 eV
Spin multiplicity ... 2
Energy above the lowest of the compared OMol25 structures with the same formula, charge and spin ... 0.9156 eV
Net charge ... +1

[2]
C6H15NO2S | wB97M-V/def2-TZVPD

```
25
Properties=species:S:1:pos:R:3:forces:R:3:nbo_charge:R:1
C -1.278 -1.354 0.498 -2.259 1.432 1.204 -0.63
C 1.039 -1.984 -0.027 1.119 4.040 -1.571 -0.59
C -0.245 -0.711 -1.770 0.907 0.475 0.798 -0.62
C -0.768 2.841 1.295 1.404 1.437 -1.005 -0.89
C 0.442 0.458 0.279 -0.557 2.548 0.794 -0.18
C -0.037 -0.846 -0.215 0.048 -1.814 -0.591 -0.10
N 1.716 0.847 -0.259 0.248 2.666 -1.339 -0.83
O -2.157 1.459 -0.460 1.741 0.445 0.770 -0.95
O -0.165 2.588 -1.339 0.818 0.620 -0.428 -0.96
S -0.754 1.874 -0.246 -2.333 -0.488 0.511 2.06
H -2.174 -0.652 0.299 1.333 -1.310 0.284 0.25
H -1.245 -1.478 1.652 0.530 0.365 -1.807 0.21
H -1.502 -2.338 0.110 -0.296 -0.224 -0.137 0.21
H 0.533 -2.873 -0.185 -0.351 -1.950 -0.606 0.21
H 1.850 -1.656 -0.732 -0.646 -1.264 0.258 0.22
H 1.538 -1.939 0.899 0.160 -0.118 1.535 0.21
H -1.005 -0.006 -2.084 -0.073 0.251 0.217 0.23
H -0.537 -1.647 -2.165 -0.210 -1.191 -0.425 0.22
H 0.733 -0.441 -2.227 -0.740 -0.208 0.158 0.21
H -1.211 2.195 1.967 -0.743 -1.335 1.693 0.23
H 0.137 3.346 1.699 0.139 -1.189 -0.585 0.25
H -1.386 3.702 1.231 -1.135 0.497 -0.782 0.26
H 0.334 0.661 1.370 0.633 -0.854 -0.518 0.21
H 1.962 1.838 0.030 -0.176 -1.631 0.523 0.37
H 1.504 1.171 -1.252 0.439 -1.201 1.051 0.39
```
Positions in Å, forces in eV/Å.

LUMO energy ... 0.51 eV
Energy above the lowest of the compared OMol25 structures with the same formula, charge and spin ... 2.3177 eV
SMILES ... CC(C)(C)[C@@H](N)S(C)(=O)=O

[3]
C6H15NO3 | wB97M-V/def2-TZVPD

```
25
Properties=species:S:1:pos:R:3:forces:R:3:nbo_charge:R:1
C -0.046 0.758 1.149 0.037 -0.379 -0.366 -0.39
C -0.049 -1.579 1.388 0.307 0.054 -0.223 0.22
C 1.311 1.420 1.243 -0.074 0.054 0.043 -0.64
C -1.233 1.639 0.805 0.063 0.048 0.062 -0.64
O 1.034 -2.051 0.957 -0.294 0.126 0.152 -0.69
H 1.356 -1.399 -0.218 -0.085 0.042 -0.062 0.51
H -0.261 0.369 2.143 -0.014 0.041 0.061 0.19
H -0.968 -1.584 0.796 0.018 0.012 -0.039 0.14
H -0.186 -1.520 2.473 0.028 0.018 -0.053 0.14
H 2.100 0.674 1.372 -0.009 0.010 0.007 0.22
H -1.050 2.283 -0.058 0.009 -0.004 0.010 0.18
H -2.124 1.040 0.593 0.009 0.011 0.010 0.21
H 1.563 2.007 0.355 -0.006 -0.006 0.008 0.17
H 1.373 2.114 2.092 0.016 -0.023 -0.046 0.20
H -1.488 2.315 1.633 -0.002 -0.024 -0.052 0.20
C -0.757 -2.087 -1.880 0.086 0.164 0.101 -0.26
C 0.290 -0.080 -1.127 -0.012 -0.186 0.050 0.90
N 0.321 1.104 -1.805 -0.025 -0.083 0.189 -0.81
O -0.872 -0.756 -1.331 0.203 0.016 0.021 -0.55
O 1.426 -0.700 -1.013 -0.258 0.107 0.051 -0.70
H -0.572 1.548 -1.944 0.017 -0.049 0.019 0.40
H 1.080 1.723 -1.569 -0.015 -0.043 -0.006 0.40
H -0.209 -2.063 -2.823 -0.026 0.027 0.053 0.19
H -0.258 -2.763 -1.184 -0.010 0.043 0.002 0.20
H -1.780 -2.412 -2.047 0.037 0.027 0.011 0.20
```
Positions in Å, forces in eV/Å.

LUMO energy ... 0.72 eV
Energy above the lowest of the compared OMol25 structures with the same formula, charge and spin ... 4.5578 eV

[4]
C6H15NO3S | wB97M-V/def2-TZVPD

```
26
Properties=species:S:1:pos:R:3:forces:R:3:nbo_charge:R:1
C 0.990 1.940 0.241 2.546 -2.065 -3.441 -0.62
C 0.136 -2.815 -1.040 2.353 1.756 -0.467 -0.40
C 1.066 -2.494 1.171 3.091 -0.822 -1.456 -0.42
C -3.794 1.546 -0.432 -1.302 0.967 -1.437 -0.27
C 1.447 0.352 0.152 0.386 3.988 -3.510 -0.39
C 0.294 -0.531 -0.135 3.722 -2.401 -1.798 0.20
N 0.807 -1.912 -0.131 0.235 0.970 -0.216 -0.46
O -0.756 -0.351 0.652 -3.924 0.648 2.693 -0.70
O -2.731 1.077 0.312 1.520 -1.477 1.499 -0.71
O -2.008 -0.475 -1.459 -0.269 -0.342 -1.094 -0.94
S -2.230 -0.492 -0.045 -0.561 1.343 0.842 1.77
H 1.048 2.247 1.229 -1.238 0.676 1.864 0.21
H 1.707 2.659 -0.297 -0.527 -1.390 0.623 0.20
H 0.135 1.932 -0.428 -0.816 0.739 0.993 0.21
H 0.756 -3.666 -0.921 0.206 -1.334 -0.830 0.20
H -0.819 -3.035 -0.728 -2.661 -0.678 0.404 0.16
H 0.177 -2.347 -2.046 -0.237 -0.746 0.467 0.20
H 1.594 -3.546 0.989 -1.784 1.916 0.660 0.20
H 1.898 -1.935 1.651 -0.706 -0.090 0.011 0.20
H 0.183 -2.426 1.744 -0.938 -0.802 1.299 0.18
H -3.455 1.675 -1.451 -0.066 0.147 -0.474 0.19
H -4.103 2.546 -0.073 0.278 -0.661 0.157 0.20
H -4.683 0.899 -0.493 0.253 -0.055 0.454 0.17
H 2.078 0.112 0.945 0.882 -0.684 1.291 0.20
H 1.995 0.254 -0.870 -0.239 0.188 2.073 0.21
H 0.028 -0.356 -1.157 -0.205 0.207 -0.605 0.20
```
Positions in Å, forces in eV/Å.

LUMO energy ... 0.77 eV
Energy above the lowest of the compared OMol25 structures with the same formula, charge and spin ... 3.1827 eV

[5]
C6H15NS | wB97M-V/def2-TZVPD

```
23
Properties=species:S:1:pos:R:3:forces:R:3:nbo_charge:R:1
C -0.862 -0.693 0.698 -1.262 -0.010 0.399 -0.21
N -0.029 0.354 0.132 1.043 0.163 0.159 -0.64
C 0.297 0.220 -1.292 -0.883 0.242 0.343 -0.06
C 0.684 1.565 -1.898 0.174 1.076 0.581 -0.56
S 0.843 1.406 -3.684 -3.743 -0.890 0.199 0.02
C 1.299 -0.838 -1.636 0.296 -0.849 -0.247 -0.64
C -1.356 -0.298 2.126 0.139 -1.108 -0.707 -0.39
C -0.197 -0.265 3.118 -1.371 1.026 1.803 -0.61
H -1.780 -0.760 0.087 0.372 0.081 -0.041 0.19
H -0.451 -1.726 0.693 0.216 0.424 0.124 0.16
H 0.856 0.440 0.650 -0.589 -0.095 -0.160 0.35
H -0.654 -0.074 -1.775 0.104 0.218 0.074 0.19
H -0.076 2.348 -1.672 0.496 -0.660 -0.076 0.23
H 1.658 1.979 -1.500 -0.760 -0.672 -0.358 0.23
H -1.091 0.694 -3.522 3.498 1.232 -0.789 0.07
H 1.044 -1.785 -1.142 0.165 0.211 -0.084 0.21
H 1.291 -1.006 -2.726 0.206 -0.034 0.524 0.24
H 2.301 -0.519 -1.327 0.002 -0.161 -0.051 0.20
H -2.138 -1.037 2.444 0.694 0.546 -0.207 0.20
H -1.848 0.669 2.035 0.077 0.088 0.111 0.21
H 0.269 -1.242 3.223 0.049 -0.042 0.093 0.21
H 0.541 0.471 2.813 0.185 0.017 0.015 0.20
H -0.601 0.097 4.154 0.890 -0.803 -1.705 0.21
```
Positions in Å, forces in eV/Å.

LUMO energy ... -1.06 eV
Energy above the lowest of the compared OMol25 structures with the same formula, charge and spin ... 2.8322 eV

[6]
C6H15NS | wB97M-V/def2-TZVPD

```
23
Properties=species:S:1:pos:R:3:forces:R:3:nbo_charge:R:1
C 0.358 -0.589 1.199 -0.075 -2.801 -0.694 -0.20
N 0.787 0.590 0.507 0.249 -0.055 -0.652 -0.68
C 0.902 0.544 -0.939 0.642 -0.868 0.327 -0.03
C -0.379 1.157 -1.602 0.931 0.109 0.744 -0.55
S -1.285 -0.161 -2.509 1.522 -0.673 -0.561 -0.06
C 2.278 1.069 -1.522 -1.767 1.494 2.502 -0.62
C -1.016 -0.542 2.023 -1.315 1.130 -0.097 -0.43
C -2.177 -1.538 1.705 1.069 1.746 -1.144 -0.61
H 0.355 -1.417 0.289 -0.688 1.746 2.535 0.19
H 1.166 -1.030 1.866 -0.847 0.718 -0.414 0.18
H 1.262 1.340 0.972 0.150 -0.136 0.274 0.38
H 0.969 -0.471 -1.269 -0.503 -0.983 0.395 0.18
H -1.134 1.502 -0.777 1.751 -0.215 -1.785 0.25
H 0.175 1.931 -2.199 -1.969 -0.042 -0.086 0.22
H -0.173 -1.047 -2.768 -1.625 1.415 0.323 0.12
H 3.216 0.575 -1.364 -0.023 -1.158 0.439 0.22
H 2.197 1.277 -2.549 -0.212 0.569 -1.320 0.21
H 2.349 1.962 -0.897 0.611 0.804 -0.735 0.20
H -1.535 0.442 2.046 0.707 0.067 -1.285 0.20
H -0.940 -0.510 3.089 1.320 -0.911 0.995 0.20
H -2.573 -1.192 0.754 0.250 -0.637 -0.716 0.21
H -1.730 -2.512 1.645 -0.612 -0.798 0.064 0.20
H -3.074 -1.380 2.298 0.431 -0.521 0.893 0.21
```
Positions in Å, forces in eV/Å.

LUMO energy ... 0.89 eV
Energy above the lowest of the compared OMol25 structures with the same formula, charge and spin ... 2.6442 eV
SMILES ... CCCN[C@H](C)CS

[7]
C6H15O | wB97M-V/def2-TZVPD

```
22
Properties=species:S:1:pos:R:3:forces:R:3:nbo_charge:R:1
C 1.975 -0.361 -1.138 -0.262 0.083 0.428 -0.01
O 1.074 -0.573 -0.155 0.099 -0.021 -0.126 -0.97
C 2.817 -1.599 -1.486 -0.132 -0.150 -0.227 -0.64
H 2.717 0.446 -0.888 0.051 0.042 -0.070 0.06
H 1.506 -0.008 -2.095 0.038 -0.010 -0.172 0.06
H 3.503 -1.414 -2.324 0.128 0.047 0.070 0.16
H 2.157 -2.424 -1.777 -0.028 0.031 0.079 0.18
H 3.374 -1.912 -0.601 0.091 -0.034 -0.001 0.18
C -1.907 0.355 -1.098 0.117 0.085 0.291 -0.61
C -0.695 0.706 2.548 -0.165 -0.094 0.139 -0.60
C -1.087 1.147 1.145 0.100 -0.010 0.091 -0.40
C -1.889 0.084 0.407 0.279 0.207 -0.324 -0.39
H -2.298 1.356 -1.329 0.025 -0.155 -0.012 0.17
H -2.498 -0.394 -1.619 -0.173 -0.047 -0.174 0.18
H -0.872 0.269 -1.436 -0.010 0.071 -0.058 0.25
H 0.028 1.381 3.003 0.075 0.096 0.013 0.19
H -0.239 -0.284 2.501 0.072 0.039 -0.025 0.22
H -1.561 0.657 3.223 0.020 -0.046 -0.088 0.17
H -0.174 1.316 0.571 -0.012 -0.074 0.032 0.25
H -1.660 2.078 1.196 -0.036 0.146 -0.055 0.16
H -1.367 -0.866 0.543 -0.145 -0.022 0.090 0.23
H -2.904 0.038 0.808 -0.132 -0.184 0.098 0.16
```
Positions in Å, forces in eV/Å.

LUMO energy ... 4.24 eV
Energy above the lowest of the compared OMol25 structures with the same formula, charge and spin ... 0.0630 eV
Net charge ... -1

[8]
C6H15O | wB97M-V/def2-TZVPD

```
22
Properties=species:S:1:pos:R:3:forces:R:3:nbo_charge:R:1
C -1.954 -0.108 -2.551 2.348 2.106 -1.651 -0.38
C 0.642 1.471 1.732 1.959 -0.300 -0.121 -0.66
C 2.171 -0.079 0.463 -0.289 2.710 -0.892 -0.66
C -1.350 -1.003 0.979 -1.046 -3.373 0.256 -0.28
C -0.616 0.041 -2.628 0.341 1.139 0.667 -0.41
C 0.783 0.398 0.710 0.589 -1.083 0.374 0.16
O 0.057 -0.886 1.348 0.074 0.423 -0.377 -0.50
H -2.277 -1.053 -2.354 -1.310 -2.491 0.530 0.19
H -2.665 0.617 -2.969 0.392 -0.074 0.742 0.23
H 0.485 -1.735 1.098 0.101 0.816 0.149 0.55
H 1.203 2.365 1.421 -0.244 -0.326 0.082 0.26
H 0.985 1.141 2.708 0.711 -0.191 -0.041 0.24
H -0.323 1.714 1.940 -2.991 1.017 0.029 0.23
H 2.643 0.883 0.122 0.081 -1.089 0.004 0.26
H 2.084 -0.737 -0.348 0.630 -1.117 -1.258 0.22
H 2.743 -0.457 1.254 0.532 -0.520 1.372 0.24
H -1.491 -0.555 0.027 -0.198 0.706 -0.657 0.22
H -1.461 -2.166 0.785 -0.342 2.419 0.715 0.22
H -2.044 -0.626 1.765 0.919 -0.326 -0.518 0.24
H 0.132 -0.751 -2.426 -0.878 0.131 -0.008 0.18
H -0.093 1.022 -2.774 -0.870 -0.841 -0.365 0.20
H 0.347 0.504 -0.303 -0.507 0.261 0.968 0.24
```
Positions in Å, forces in eV/Å.

LUMO energy ... -3.48 eV
Energy above the lowest of the compared OMol25 structures with the same formula, charge and spin ... 0.0000 eV
Net charge ... +1